# 1
Below is a 3-piece molecular cluster, C31H57FN8O5P2S3 overall at a distorted geometry, with properties calculated with ωB97M-V/def2-TZVPD.

The value obtained for the molar mass is 799.00 g/mol. As for the HOMO-LUMO gap: 7.33 eV. The SMILES is O=S(=O)(F)N(CCCSC(=S)N(c1ccccc1)c1ccccc1)C[C@H]1CO1.CN(C)P(=O)(N(C)C)N(C)C.CN(C)P(=O)(N(C)C)N(C)C. As for the energy relative to the best compared isomer or geometry (same formula, charge and spin): 0.00 kcal per mole. The calculation puts the total energy at -4006.3837 a.u.

Structure (ORCA input):
```
! RIJCOSX wB97M-V def2-TZVPD def2/J DEFGRID3
* xyz 0 1
O 8.77901 1.48107 0.34703
S 7.55921 1.33658 -0.43141
O 6.69058 0.39068 0.25933
F 7.96938 0.64231 -1.85949
N 6.76189 2.80026 -0.67195
C 5.35078 2.61709 -1.11064
C 5.17117 2.31523 -2.65729
C 3.93105 1.34334 -2.92094
S 2.49157 2.21125 -3.66153
C 1.00253 1.90184 -2.59374
S 0.15681 0.51954 -2.80710
N 0.69271 2.96862 -1.65767
C -0.66680 3.46241 -1.77973
C -1.80842 2.99532 -0.99400
C -3.14433 3.58233 -1.14501
C -3.39633 4.68178 -2.10227
C -2.24049 5.10575 -2.91080
C -0.90888 4.53446 -2.76774
C 1.08002 2.67226 -0.29595
C 0.96295 3.79810 0.66780
C 1.28009 3.69013 2.07796
C 1.72458 2.37370 2.58078
C 1.87287 1.25738 1.65459
C 1.55789 1.39069 0.21049
C 7.49890 3.72265 -1.56945
C 8.77123 4.36376 -0.70673
C 10.12430 4.54294 -1.57520
O 9.19168 5.70126 -1.12121
H 4.82110 1.83878 -0.50692
H 4.81800 3.59027 -0.90867
H 6.11570 1.81621 -3.02378
H 5.07163 3.26200 -3.25430
H 3.66589 0.83397 -1.95668
H 4.32786 0.52987 -3.59296
H -1.65206 2.18712 -0.24068
H -4.03238 3.24271 -0.55465
H -4.40856 5.14445 -2.21512
H -2.38189 5.93398 -3.64070
H -0.04517 4.88220 -3.38307
H 0.59336 4.79133 0.29679
H 1.18232 4.59147 2.73616
H 1.94180 2.29974 3.67668
H 2.23800 0.27178 2.04403
H 1.68315 0.52253 -0.48039
H 6.90249 4.64784 -1.76574
H 7.94614 3.25078 -2.47702
H 8.88466 4.04740 0.39384
H 11.06574 4.82959 -1.05798
H 10.01681 4.48738 -2.68687
C -2.50716 -4.63030 -5.46035
N -2.13501 -4.68644 -4.05751
C -0.69927 -4.96058 -3.96419
P -2.64141 -3.49625 -2.90906
O -1.81227 -2.36450 -3.51537
N -4.17012 -2.78388 -3.23674
C -5.01720 -3.11480 -4.35777
C -4.27894 -1.36190 -2.91887
N -3.54705 -4.75470 -2.07147
C -3.23116 -6.17866 -2.09444
C -4.20496 -4.37668 -0.82050
H -1.96014 -5.37674 -6.04312
H -2.31070 -3.64764 -5.90498
H -3.55454 -4.89376 -5.60050
H -0.38535 -5.01630 -2.91638
H -0.10198 -4.18345 -4.45327
H -0.46036 -5.92693 -4.41745
H -4.59576 -2.76556 -5.30654
H -6.00498 -2.65551 -4.24866
H -5.20408 -4.18984 -4.40389
H -3.87517 -0.73522 -3.72079
H -3.74000 -1.13047 -1.99878
H -5.32296 -1.08209 -2.74866
H -3.39946 -6.59938 -3.08516
H -3.88606 -6.74320 -1.42367
H -2.20049 -6.37297 -1.78836
H -5.26533 -4.64180 -0.86836
H -4.14527 -3.30291 -0.63716
H -3.75727 -4.87117 0.04615
C -1.42086 -1.53552 2.86590
N -1.04215 -1.61821 4.26617
C 0.39601 -1.88090 4.34741
P -1.55460 -0.45703 5.44220
O -0.73826 0.69336 4.85481
N -3.09175 0.24753 5.13518
C -3.93991 -0.06856 4.01092
C -3.21330 1.66102 5.48215
N -2.44503 -1.74111 6.25665
C -2.11597 -3.16120 6.20245
C -3.10135 -1.39580 7.51796
H -0.86940 -2.26443 2.26492
H -1.23508 -0.54164 2.44137
H -2.46668 -1.80566 2.72447
H 0.71532 -1.95601 5.39229
H 0.98375 -1.08761 3.87228
H 0.64193 -2.83509 3.87249
H -3.52546 0.30416 3.06772
H -4.93170 0.37877 4.13310
H -4.11655 -1.14427 3.94353
H -2.81880 2.30768 4.69136
H -2.67313 1.87884 6.40460
H -4.25929 1.92696 5.66196
H -2.28442 -3.56258 5.20367
H -2.76280 -3.74582 6.86373
H -1.08232 -3.35223 6.50034
H -4.15935 -1.66983 7.46863
H -3.05097 -0.32575 7.72376
H -2.64558 -1.90414 8.37209
*
```

***

# 2
Below is C26H28Br2MnN8OS as an isolated structure at a distorted geometry, with properties calculated with ωB97M-V/def2-TZVPD.

The value obtained for the molar mass is 715.38 g/mol. As for the HOMO-LUMO gap (spin up / spin down): 7.08 / 7.04 eV. The calculation puts the total energy at -8217.6482 a.u.

Structure (ORCA input):
```
! RIJCOSX wB97M-V def2-TZVPD def2/J DEFGRID3
* xyz 2 2
Mn 0.18696 0.07097 -0.22548
C -5.40592 0.42109 -0.81964
C -4.30036 0.14588 -1.61596
C -3.03356 0.16273 -1.07183
C -2.85687 0.47742 0.28065
C -3.97788 0.75827 1.08366
C -5.23785 0.72552 0.52909
N -1.55342 0.51478 0.77005
N -1.44091 0.86119 1.98334
C -0.17824 1.08319 2.45090
C -0.01025 1.57469 3.74986
C 1.25227 1.92293 4.17273
C 2.32377 1.77297 3.29550
C 2.08774 1.24156 2.04417
N 0.87510 0.88259 1.62611
H -6.39797 0.39283 -1.24979
H -4.43515 -0.08271 -2.66436
H -2.16202 -0.06037 -1.67245
H -3.83840 1.00460 2.12471
H -6.09928 0.94395 1.14545
H -0.88476 1.69179 4.37503
H 1.41955 2.32062 5.16448
H 3.32196 2.07143 3.58163
H 2.90079 1.10141 1.34340
Br -0.20225 6.38481 -3.09043
C -0.11517 4.69165 -2.28516
C -0.24160 4.55958 -0.91031
C -0.15656 3.29002 -0.37364
N 0.03912 2.19648 -1.10763
C 0.14260 2.32174 -2.43688
C 0.06821 3.55724 -3.06189
C 0.29364 1.05663 -3.19008
C 0.70889 1.01571 -4.51174
C 0.79496 -0.21213 -5.15130
Br 1.36410 -0.30058 -6.94231
C 0.45888 -1.36431 -4.45813
C 0.07183 -1.23236 -3.13766
N -0.00652 -0.05804 -2.51064
H -0.40283 5.41997 -0.27734
H -0.25214 3.14160 0.69506
H 0.13241 3.64886 -4.13595
H 0.98574 1.91528 -5.04143
H 0.50019 -2.33678 -4.92667
H -0.19838 -2.10679 -2.55920
C -1.69894 -2.82826 3.83258
N -1.30702 -2.33714 2.51790
C -0.92642 -3.09680 1.50132
N -0.80097 -4.41053 1.67797
S -0.60057 -2.45637 -0.05373
H -2.25033 -2.04267 4.34110
H -0.83207 -3.09661 4.43928
H -2.35796 -3.69275 3.74433
H -1.39103 -1.35297 2.34466
H -1.04964 -4.86231 2.54357
H -0.58899 -4.99170 0.88583
C 3.13290 -2.72839 0.80264
N 3.84427 -1.72987 0.02180
C 5.28923 -1.89508 -0.06632
C 3.23123 -0.72900 -0.57654
O 2.00744 -0.50039 -0.57990
H 3.45814 -3.72520 0.50547
H 2.06582 -2.63627 0.63583
H 3.35200 -2.59710 1.86458
H 5.53605 -2.74042 -0.70942
H 5.69148 -2.08787 0.92694
H 5.75457 -0.99856 -0.47023
H 3.90039 -0.05162 -1.11761
*
```

***

# 3
Below is a 2-piece molecular cluster, C5H7NO5 overall at a distorted geometry, with properties calculated with ωB97M-V/def2-TZVPD.

The value obtained for the molar mass is 161.11 g/mol. As for the HOMO-LUMO gap: 9.56 eV. As for the energy relative to the best compared isomer or geometry (same formula, charge and spin): 145.80 kcal per mole. The calculation puts the total energy at -625.4850 a.u.

Structure (ORCA input):
```
! RIJCOSX wB97M-V def2-TZVPD def2/J DEFGRID3
* xyz 0 1
C -0.77626 -0.26819 -0.14813
C -1.70226 0.70049 -0.15673
C 1.36380 0.21522 0.07915
C -3.17636 0.43650 -0.11939
C 3.44490 -0.67621 -0.46831
N -0.95596 -1.63300 0.04912
O -2.05019 -2.10753 -0.22753
O 1.59825 1.28841 0.53118
O -0.02518 -2.28360 0.49335
O -1.38596 1.99706 -0.18914
O 2.00505 -0.74854 -0.42532
H -3.69829 1.36499 0.09599
H -3.40248 -0.31816 0.63302
H -3.51158 0.03736 -1.07525
H 3.84705 -1.23746 0.37439
H 3.77506 0.36284 -0.42940
H 3.75023 -1.14226 -1.40196
H -0.42913 2.13815 -0.11165
*
```

***

# 4
Below is a 4-piece molecular cluster, C2H14N2O3 overall at a distorted geometry, with properties calculated with ωB97M-V/def2-TZVPD.

The value obtained for the molar mass is 114.14 g/mol. As for the HOMO-LUMO gap: 9.96 eV. The SMILES is CNCN.O.O.O. As for the energy relative to the best compared isomer or geometry (same formula, charge and spin): 18.31 kcal per mole. The calculation puts the total energy at -419.8108 a.u.

Structure (ORCA input):
```
! RIJCOSX wB97M-V def2-TZVPD def2/J DEFGRID3
* xyz 0 1
C 1.09459 0.12281 -2.24902
N 1.20440 0.65773 -0.91164
C 1.14722 -0.38459 0.11178
N 1.28419 0.30790 1.44956
H 0.18647 -0.46394 -2.40110
H 1.11177 0.93382 -2.97222
H 1.87810 -0.62258 -2.45702
H 2.03732 1.19512 -0.73781
H 1.95621 -1.11175 -0.04567
H 0.16181 -0.83927 0.06399
H 2.28382 0.12317 1.55352
H 0.89765 -0.32267 2.14967
O -1.05545 1.81058 1.02946
H -0.94043 2.36703 0.24345
H -0.12304 1.47810 1.07516
O -2.21556 -2.15198 1.75860
H -2.19255 -1.53771 1.00427
H -1.97375 -1.63581 2.53115
O -2.15338 -0.35393 -0.31542
H -2.68102 -0.04553 -1.05491
H -1.90837 0.47352 0.17421
*
```